1.
A molecular structure, C53H111F6N7O28PbS2 at a distorted geometry. Source: the Open Molecules 2025 dataset; level of theory: ωB97M-V with the def2-TZVPD basis set.

Geometry as XYZ:
```
208
Properties=species:S:1:pos:R:3:lowdin_charge:R:1
C -0.40658 5.07375 4.41098 -0.145
C -4.43584 4.69751 2.91370 -0.013
H -0.82187 -8.69449 -5.89537 0.088
H 6.77252 -4.03397 -7.10359 0.118
O -2.80716 3.05472 3.35538 0.012
H -4.63556 -4.97934 -2.55120 0.124
H -2.39425 -6.82945 -4.41710 0.123
H 3.51783 -0.12626 3.42023 0.136
H -3.10397 4.34267 -1.23824 0.079
H -3.71330 5.33517 3.41138 0.116
O -4.88578 8.66360 3.57330 -0.204
H 1.29049 -5.65092 4.19322 0.126
H 0.84846 -7.20054 2.41200 0.115
H 3.67482 -0.01799 5.20078 0.152
O -3.83856 6.37601 -1.37004 -0.169
H 4.10914 -2.30195 4.67493 0.155
N -5.29320 -4.08492 -0.82158 -0.066
H 8.42768 -1.55630 -6.79908 0.117
F 1.59102 -2.75014 -1.27024 0.197
H 0.39475 0.44471 -3.48065 0.069
O 6.86556 -2.44394 -8.32190 -0.215
H 5.11765 -0.66771 -4.18102 0.120
C -5.66661 5.13556 2.40010 0.021
H 4.33970 4.41667 -3.74919 0.092
H 7.44344 7.37140 3.00998 0.088
C -1.77885 -5.84824 0.15126 -0.096
H -6.80155 8.41150 4.09765 0.091
C 5.55299 3.76916 2.32548 -0.226
O -2.27230 0.26565 1.48233 -0.320
H 1.26025 1.72483 5.46507 0.113
O -3.85556 -2.02544 -2.53138 0.152
C 0.25630 -2.00090 -3.93009 -0.225
H -1.36786 -5.93414 -5.42492 0.131
C 4.41372 2.55857 -1.04178 -0.211
H -2.20593 -4.81282 -3.23530 0.106
C -0.84383 -4.51743 5.27015 -0.070
O 7.10406 5.51320 2.00208 -0.190
H 1.30582 -2.05914 -3.61691 0.124
H 8.29834 -3.91940 -8.02115 0.120
N 2.32438 -2.50880 3.53682 -0.158
N 6.94893 -2.18309 -5.43438 -0.060
C -3.20190 7.51983 0.72486 -0.206
H -0.17124 -3.55072 -5.43357 0.122
O -4.43848 -0.68856 -0.82087 0.017
C -6.09347 2.78384 1.84226 -0.026
H -1.89016 6.77704 -0.86589 0.126
C -6.38371 -4.32107 0.13728 -0.156
H -0.92215 -5.16131 0.18063 0.074
H 5.66347 -2.47682 -9.94508 0.087
H 4.35087 1.76346 0.90534 0.108
H -0.58586 4.33480 3.63029 0.102
O -4.60933 0.08630 -2.84650 0.074
H 4.41120 -2.99847 -1.58256 0.078
H -4.78164 1.98217 -2.24022 0.127
H 5.28755 2.01911 -1.41106 0.121
H -7.20158 -2.32538 0.53289 0.136
C 1.80373 4.90977 4.56783 -0.558
C 7.55609 -3.35348 -7.45248 -0.211
C 2.36308 -8.43868 1.48977 -0.083
H -6.36717 1.03275 -2.44008 0.137
H 8.27007 7.15306 1.50180 0.089
H 0.53344 -9.04958 -5.00954 0.086
H 7.61737 -0.24678 -4.85761 0.118
F -0.12568 2.54321 2.17392 0.119
C 6.40752 -3.12062 -9.48171 -0.115
C -3.92941 5.02953 -1.00060 -0.115
C -2.61693 8.98671 2.54801 -0.194
H -2.60281 2.21002 3.74681 0.101
H -4.55134 1.36550 2.35549 0.088
H 6.24392 -1.73542 -6.01243 0.108
H -7.30087 -3.42394 1.86177 0.139
H -1.27235 5.18898 5.06272 0.140
C -1.23554 -5.31397 -3.37668 -0.228
O -2.78291 -5.18924 -0.59261 -0.238
O 3.55934 -5.51764 0.18045 0.176
H 2.37952 1.92866 4.00719 0.103
C 2.92856 -6.42009 0.62034 -0.563
O 5.77285 -2.16520 -2.87973 -0.174
H -1.90163 9.68994 2.97145 0.111
H -4.47104 9.98452 1.99811 0.122
C 0.15068 6.36960 3.88457 -0.081
H -4.00663 4.96195 0.09147 0.064
O 0.18499 -1.04641 -4.96819 -0.170
H 0.16135 7.11056 4.68855 0.142
O 1.49124 5.88081 3.65944 0.049
C -5.01338 -5.30379 -1.57535 -0.169
H -4.22985 -2.68965 0.82139 0.021
H -6.49629 9.91052 3.07645 0.093
N 5.55606 3.50818 0.89776 -0.042
C 3.09384 -0.43974 4.37579 -0.163
H 2.79693 -2.29487 2.65075 0.105
H -1.22666 -6.72255 -0.19269 0.094
H 8.94211 -2.93964 -5.80921 0.119
O -7.65314 4.41470 1.27475 0.053
H -7.86980 5.34907 1.33897 0.109
H 6.03708 -4.11618 -9.22324 0.083
H 7.19321 -3.28317 -10.22809 0.086
H -6.17491 -0.79571 1.96908 0.090
H 3.94745 -1.49129 -2.15283 0.072
O 3.41339 -7.63574 0.94499 0.085
C 0.79291 -2.43040 -0.30229 -0.675
H 1.61394 0.48145 -4.79131 0.088
H 2.98526 3.27351 -3.41247 0.083
C -3.87586 -6.06290 -0.90121 -0.168
H -1.49660 -3.10480 -4.53716 0.119
C -5.54767 -1.55708 2.43861 -0.021
C 5.98565 -0.95699 -3.57398 -0.234
H 3.50707 1.97007 -1.25939 0.101
H -0.01337 0.97153 -5.09399 0.090
C -1.37883 -6.38981 -4.42346 -0.248
F 0.85295 -3.29815 0.71969 0.101
H 0.29629 -8.05909 0.87254 0.127
H 5.47288 4.42575 0.46581 0.114
C -4.82967 2.40465 2.24572 -0.022
H -4.26454 7.78169 0.84788 0.117
C 1.42934 -4.59038 4.43283 -0.187
O 0.65151 4.59347 5.21710 0.045
H 2.56381 -2.16368 5.55202 0.139
H -6.85711 2.15717 1.39705 0.116
C 1.53818 1.40907 4.46156 -0.036
C 6.02085 5.14578 2.84606 -0.197
H -1.41967 -5.33055 4.82862 0.101
C 3.08282 -1.92579 4.62101 -0.164
O 0.11845 -4.02052 4.34733 -0.384
Pb 0.05174 -1.53628 3.42224 1.639
C -4.25529 -0.98032 -2.11394 -0.578
O -5.39765 -2.64312 1.51246 -0.215
O 1.71682 -0.02230 4.47059 -0.373
H 6.21107 3.11132 2.91389 0.109
O 1.57255 -6.39438 0.77062 0.011
H -0.37135 -4.82136 6.20556 0.106
C 2.32108 -3.98284 3.37067 -0.144
C 4.36754 2.76373 0.46664 -0.201
O 4.17199 3.69281 -1.85727 -0.205
H -4.78950 4.53651 -1.45152 0.084
N -0.08249 -4.47271 -3.59231 -0.016
C -6.27877 8.86141 3.25554 -0.084
H -5.89985 6.18899 2.37813 0.094
H 4.55138 2.58455 -3.57826 0.081
N -2.43041 8.71393 1.11221 -0.063
O 2.52350 -0.85803 1.02405 -0.302
C 1.10010 -7.55716 1.40800 -0.123
H 3.52750 3.35290 0.85817 0.117
H -0.25978 6.80379 2.97885 0.130
H -5.85940 -5.91130 -1.90817 0.135
C -4.02148 9.54731 2.89609 -0.227
C 7.25021 -1.18350 -4.41443 -0.209
H -1.52303 -3.70715 5.54051 0.087
F 0.32940 2.67032 0.05721 0.187
H -1.21269 -5.79819 -2.39250 0.094
O 1.51684 0.16344 -0.93170 -0.233
O -0.49913 -7.43636 -4.17884 -0.176
H 6.53409 7.45787 1.57862 0.087
H -4.45111 1.27217 -0.25013 0.112
C -0.42343 -3.28090 -4.40109 -0.175
F -0.47230 -2.44522 -0.66818 0.156
C -5.15073 0.53579 -0.63904 -0.094
H 1.81528 -4.57122 5.45449 0.138
H -6.07776 0.38361 -0.09893 0.116
O 2.89470 4.48758 4.74748 0.165
C -0.57530 2.32423 0.94153 -0.658
O -3.29207 -2.84601 0.45994 0.164
H 6.43318 5.09580 3.85481 0.129
H -4.21490 -6.66640 -0.05572 0.130
C 8.09213 -2.47461 -6.30354 -0.192
H 6.14682 -0.11751 -2.88392 0.109
H -3.81127 10.34702 3.62024 0.122
C -6.46425 4.11451 1.88049 -0.318
H -6.57332 8.23161 2.41029 0.063
H 2.62382 -8.53156 2.54628 0.131
H -2.85980 8.14372 -1.29536 0.127
H 0.51534 -7.50186 -5.91836 0.094
H 1.90071 -4.19027 2.38881 0.099
H 2.27942 -9.40272 0.99666 0.139
H 5.31998 -1.57018 -0.95530 0.091
C 0.57779 0.24024 -4.53813 -0.102
H -6.06166 -1.81889 3.36471 0.109
S -1.11063 0.53346 0.67103 0.540
H -3.33923 -3.68360 -0.14507 0.127
O -1.35661 0.35068 -0.73664 -0.235
C 7.35682 6.88129 2.02885 -0.139
H -4.53268 -1.20960 2.60897 0.089
H 0.32814 -4.11326 -2.74342 0.070
C -5.34140 1.06609 -2.08254 -0.052
H 0.68616 1.64073 3.82003 0.063
C 4.05002 3.50044 -3.24705 -0.094
H -2.68447 -3.01788 1.19346 0.134
C -3.98598 3.39810 2.77427 -0.328
H -2.08888 -5.84604 1.20263 0.101
H -5.56915 -3.33254 -1.44336 0.113
H -2.85122 9.53142 0.68191 0.104
H -0.35925 -1.58621 -3.11598 0.108
H 8.02652 -1.50612 -3.71874 0.122
H -7.28307 -4.64982 -0.38886 0.136
C -6.64993 -3.13067 1.03319 -0.157
H -3.47443 -6.70171 -1.69529 0.130
F -1.64550 3.09228 0.75237 0.152
H -3.13345 6.68468 1.42401 0.092
N 0.08515 -0.25985 1.33376 -0.464
H 3.32571 -4.40569 3.44365 0.154
C 4.85049 -2.02850 -1.82898 -0.121
H 5.20267 5.86089 2.69737 0.120
H -5.97814 -5.10297 0.78733 0.130
C -0.06354 -8.18101 -5.28964 -0.107
S 1.32419 -0.67167 0.22287 0.656
H 4.60286 3.48704 2.80817 0.084
H -2.50485 8.01918 3.04622 0.096
C -2.88956 7.20785 -0.73835 -0.194
```

As for the total charge: +2. Its multiplicity is 1. For the strongest force on any atom, the calculation gives 0.0649 Eh/bohr. Its LUMO energy is -6.4 eV.

***

2.
A molecular structure, C31H36LuN4S at a distorted geometry. Source: the Open Molecules 2025 dataset; level of theory: ωB97M-V with the def2-TZVPD basis set.

Geometry as XYZ:
```
73
Properties=species:S:1:pos:R:3:lowdin_charge:R:1
H -4.07601 -0.82682 4.61261 0.047
C -0.64849 3.69440 -5.86382 -0.072
C -0.95232 3.08631 1.79944 -0.038
H 3.92722 1.13575 -0.17689 0.088
H -2.52562 0.67996 0.56387 0.028
N -0.89719 -2.60436 -1.51071 -0.012
C 3.04090 0.48361 -0.16456 -0.053
C -0.28261 -3.57318 2.40578 -0.110
C 0.28720 1.31384 4.07634 -0.046
C -0.23304 0.07529 -3.66856 -0.154
C 0.29120 -3.10706 -2.12537 -0.176
C -0.47634 2.44679 -5.06625 -0.293
C 0.14531 2.10372 1.61078 -0.316
H -0.31988 -3.27293 1.35756 0.069
H 0.61640 0.38466 4.55785 0.081
C 1.95322 0.77957 2.16846 -0.326
C 0.56653 -2.27890 -3.17472 -0.119
Lu -0.06774 -0.31932 0.87473 1.716
C 0.73437 1.35884 2.66283 -0.308
H -1.94244 -5.04179 4.96365 0.065
C 0.66078 1.65776 -5.23442 -0.014
H -3.41041 0.85103 -2.89090 0.079
H -2.31838 2.69832 -3.98325 0.116
H -1.52392 -1.40571 4.17735 0.104
C -1.29200 -4.28298 3.03345 -0.118
H 2.24351 -1.48895 3.48119 0.010
H 2.67997 0.40001 -1.19883 0.061
C 1.99412 1.00917 0.74595 -0.353
C -1.14451 -4.55635 4.41487 -0.130
C -3.51312 -0.55819 3.73434 -0.425
C -2.67965 0.25398 1.56207 -0.644
C -1.46288 2.05918 -4.16536 -0.015
H -1.91160 2.56942 1.93665 0.056
C -0.81104 -1.30343 -1.69729 -0.307
C 0.06924 -4.15249 5.04927 -0.210
C 0.90646 1.87535 0.41069 -0.348
S -4.17563 0.32658 2.38224 0.850
H 0.90443 -3.87762 -1.61650 0.095
H -0.80542 1.36662 4.15886 0.074
H 0.32299 4.09235 -6.17555 0.072
C 0.73029 2.57972 -0.88577 -0.043
H 2.62297 -0.24809 -3.58346 0.084
H -1.04663 3.75784 0.93902 0.075
H -1.23739 3.51392 -6.77478 0.081
N -0.14081 -1.08302 -2.91231 -0.055
H -1.17918 4.46157 -5.28726 0.076
H 1.11355 -2.52993 -4.08382 0.085
C 2.12687 -0.26401 -4.56669 -0.057
C 0.82199 0.45898 -4.51969 -0.191
H 3.38439 -0.50717 0.15974 0.074
C 0.88664 -3.19247 3.12798 -0.410
H 3.04852 0.37728 3.97183 0.080
H -0.32351 2.82942 -1.06395 0.072
H 2.02650 -1.30065 -4.89993 0.052
C -1.37642 0.85492 -3.46215 -0.198
H -2.30102 1.05060 -1.54365 0.058
H 1.07280 1.95443 -1.71889 0.068
C 2.89041 0.03701 2.94828 -0.018
H 1.45227 1.99795 -5.88892 0.106
H 2.79989 0.22158 -5.27977 0.075
H -2.54057 -0.56891 -2.24208 0.063
H 1.30912 3.51977 -0.93014 0.091
H 0.70224 2.15137 4.65908 0.086
C -2.44949 0.50700 -2.48990 -0.085
H 3.77511 -0.31939 2.42164 0.072
H -2.11943 -4.67204 2.44496 0.097
C 1.65856 -2.07374 2.75749 -0.098
N 1.10900 -3.66733 4.40021 0.052
N -1.74677 -0.48614 2.24314 -0.279
C -2.20314 -0.88195 3.51590 -0.241
H 1.92044 -1.97558 1.66966 0.028
H -0.78058 3.70875 2.69154 0.087
H 0.11973 -4.26411 6.15486 0.090
```

As for the total charge: -1. Its multiplicity is 1. The energy above the lowest of the compared OMol25 structures with the same formula, charge and spin comes out at 398.1 kJ/mol. For the strongest force on any atom, the calculation gives 0.0941 Eh/bohr. Its LUMO energy (alpha / beta) is 2.5 / 2.5 eV.

***

Q: Look up the multiplicity of the first one.
A: 1

***

Q: The highest strongest force on any atom belongs to which entry?
A: C31H36LuN4S

***

Q: The lowest total charge belongs to which entry?
A: C31H36LuN4S

***

Q: Which formula does entry 2 have?
A: C31H36LuN4S